A 2-piece molecular cluster, C12H22N6O5PS2 overall. Source: OMol25; level of theory: ωB97M-V with the def2-TZVPD basis set.

```
48
Properties=species:S:1:pos:R:3:forces:R:3:nbo_charge:R:1
O -1.296140 -4.407393 4.386411 -1.2966 -0.6173 -1.4399 -0.604
C -2.036960 -4.356910 3.265850 -0.8052 2.7293 -0.6204 0.708
N -2.470438 -3.120061 2.842374 -0.5162 -2.9985 -1.3412 -0.542
C -3.177492 -3.381467 1.661535 1.7782 -0.4144 2.9138 0.598
N -3.708342 -2.392894 0.957442 -0.4110 -0.9165 -0.6021 -0.552
C -3.590342 -0.973895 1.375665 0.0016 0.7664 -0.4868 -0.228
C -2.230239 -0.271433 0.964026 -0.4214 1.2701 0.6847 -0.441
C -1.787113 0.655666 2.200632 0.4987 -0.4752 -1.3363 -0.515
S -0.670633 -0.338423 3.293943 0.2701 -0.0394 -0.1332 0.204
C 1.021109 0.036476 2.720171 0.7422 2.1275 -0.0008 -0.124
S 1.828789 1.274115 3.450411 -0.7323 -1.3436 -0.5498 0.200
N 1.698970 -0.649858 1.644209 0.3380 -1.2375 0.0604 -0.465
C 2.788888 -1.520939 1.859167 0.7347 -0.6879 -3.5542 -0.113
C 3.164720 -1.926129 0.504862 -1.2787 0.9578 2.1742 -0.087
N 2.313051 -1.342898 -0.467490 -0.1950 0.7637 3.2622 -0.427
C 1.472189 -0.581958 0.268096 -0.0168 -0.4774 -0.2501 0.160
N -3.179826 -4.746747 1.448128 -1.0288 1.6508 -1.4904 -0.383
N -2.462605 -5.362554 2.431696 1.5281 1.0188 2.4385 -0.385
H -1.417842 -3.514867 4.785342 0.3355 -0.4955 -0.2166 0.535
H -4.200961 -2.659013 0.100946 0.2694 0.5357 0.4750 0.423
H -4.417397 -0.409382 0.858617 0.7071 -0.8047 0.6294 0.237
H -3.769872 -0.900846 2.479405 0.2460 -0.2885 -1.0167 0.230
H -2.417180 0.434017 0.111276 0.1102 -0.8365 0.5315 0.240
H -1.415024 -0.975844 0.666544 -0.7985 0.4980 0.4195 0.234
H -1.211944 1.557876 1.865377 -0.5723 -0.8074 0.2592 0.255
H -2.691165 1.007744 2.767254 1.0452 -0.4291 -0.2729 0.239
H 3.256348 -1.811886 2.828132 -0.8108 0.6371 -0.9689 0.246
H 4.004287 -2.605729 0.248812 -0.9019 0.6826 0.1130 0.224
H 0.635189 0.069009 -0.095449 1.0985 -0.7601 0.1123 0.221
H -3.640620 -5.218462 0.671962 0.4469 -0.2252 0.5446 0.448
H -2.285748 -6.357685 2.553824 -0.3393 0.3370 -0.4901 0.465
C 2.257599 3.216990 -0.647107 0.6357 -0.4430 0.0037 -0.234
O 1.504847 4.016474 -1.545134 -1.3561 2.7584 -2.0815 -0.788
P 0.826120 3.257942 -2.903814 0.7683 -8.0440 3.4990 2.351
O -0.057155 2.327697 -2.109620 -0.2646 1.1087 -0.5596 -1.023
O 2.261845 2.536558 -3.274465 -0.1807 0.9220 -0.5820 -0.801
C 3.344170 3.355946 -3.721578 0.2698 -0.0937 0.0261 -0.262
O 0.170525 2.755669 -4.391420 0.1387 3.4550 0.4478 -0.661
C 0.723999 3.297176 -5.596009 0.0985 -0.1759 -0.4408 -0.275
H 1.983874 3.501421 0.370876 -0.1531 0.1775 -0.1616 0.192
H 2.077559 2.150295 -0.777766 -0.0706 0.1043 -0.0797 0.200
H 3.320308 3.423024 -0.788271 0.0024 -0.0709 0.0409 0.177
H 4.217231 3.156222 -3.099129 -0.0403 0.0431 -0.0047 0.195
H 3.101710 4.419373 -3.664222 0.1421 0.0050 0.0398 0.175
H 3.587512 3.098634 -4.753072 -0.0146 0.0428 0.0292 0.188
H 1.551950 2.668990 -5.930841 0.0180 0.0707 0.0668 0.189
H 1.068150 4.320987 -5.450619 0.0106 -0.0204 -0.2252 0.175
H -0.045902 3.288977 -6.366982 -0.0299 0.0403 0.1336 0.204
```
Positions in Å, forces in eV/Å.

Summary:
* Kohn-Sham gap: 6.82 eV
* LUMO: -3.92 eV
* highest occupied orbital energy: -10.7 eV
* total charge: +1


One molecule with the formula C19H26N4OS2. Source: OMol25; level of theory: ωB97M-V with the def2-TZVPD basis set.

```
52
Properties=species:S:1:pos:R:3:forces:R:3:nbo_charge:R:1
C 2.715828 -1.781085 3.542879 0.0625 -0.1197 -0.4397 -0.620
C 2.893932 -2.460247 2.195412 0.0262 -0.1690 0.1998 -0.057
O 2.779691 -1.495992 1.172436 -0.0111 0.1793 0.1310 -0.563
C 2.899728 -2.057515 -0.116593 0.1754 -0.0823 -0.3026 -0.065
C 2.585996 -0.993619 -1.164585 -0.3035 -0.2299 0.3925 -0.421
C 1.084035 -0.713664 -1.260682 0.3313 -0.0740 -0.4787 -0.232
N 0.543813 -0.254724 -0.008430 -0.0042 0.1256 0.6115 -0.592
C -0.197185 -1.007031 0.819379 0.2524 0.0495 -0.1982 0.343
S -0.802408 -2.477269 0.339650 -0.2921 -0.8662 -0.3134 -0.300
N -0.445023 -0.543281 2.082300 0.1809 0.1803 -0.0418 -0.457
C 0.034076 0.729602 2.574185 0.0168 0.1410 -0.0463 -0.251
C -0.950447 1.852978 2.160414 0.0517 0.1919 0.0236 -0.232
N -2.237648 1.259021 1.843862 -0.0076 0.3072 0.3970 -0.437
C -2.455558 0.979000 0.526971 -0.8540 -0.3388 -0.3863 0.290
N -1.765578 1.467332 -0.442215 0.2987 0.4084 0.1177 -0.540
C -2.223828 1.058132 -1.665791 -0.8268 -0.6069 0.2784 0.100
C -1.509541 1.487456 -2.860096 0.2901 0.1952 -0.3948 0.017
C -1.803441 0.973326 -4.122343 0.0383 0.0775 0.1539 -0.203
C -1.091740 1.391671 -5.230304 -0.0275 -0.0274 -0.1026 -0.210
C -0.075650 2.324592 -5.100585 0.0716 0.0427 -0.0511 -0.217
C 0.225652 2.839869 -3.850484 0.0769 0.0399 -0.1125 -0.213
C -0.483865 2.426047 -2.740274 -0.1391 -0.0720 0.0590 -0.215
C -3.316650 0.245227 -1.610262 0.1587 0.1655 0.0681 -0.440
S -3.801937 -0.039463 0.018328 0.5005 0.3433 -0.0198 0.365
C -2.631466 0.266543 2.821328 0.0609 -0.0298 0.0444 -0.235
C -1.657629 -0.942208 2.767351 -0.2212 -0.3104 0.1736 -0.252
H 3.431073 -0.969386 3.647398 0.0921 0.0799 0.0681 0.208
H 2.873249 -2.501271 4.340716 0.0043 -0.0458 0.1281 0.212
H 1.710858 -1.377596 3.621067 -0.1430 0.0470 0.0488 0.207
H 2.126874 -3.237630 2.057738 0.0855 0.0670 -0.0156 0.177
H 3.882512 -2.944318 2.138015 -0.0928 0.0202 -0.0001 0.158
H 2.204293 -2.902936 -0.222780 0.0492 0.0601 0.0128 0.185
H 3.924152 -2.439947 -0.256917 -0.0957 0.0269 0.0294 0.165
H 3.119328 -0.078582 -0.899258 0.1308 0.0409 -0.0732 0.201
H 2.941489 -1.334083 -2.137001 0.0542 0.0382 -0.0590 0.217
H 0.548690 -1.625976 -1.534046 0.0528 0.2268 -0.0142 0.245
H 0.892871 0.050402 -2.021544 -0.0337 -0.0837 0.0304 0.208
H 0.931563 0.610591 0.329221 -0.1372 -0.0042 0.0421 0.392
H 0.065631 0.647906 3.665834 0.1086 0.0161 -0.0959 0.208
H 1.051186 0.922052 2.232574 0.0014 -0.0069 0.0989 0.219
H -0.611839 2.386074 1.272822 0.0131 -0.0038 0.1587 0.240
H -1.089279 2.565129 2.978962 0.0798 -0.0146 -0.0552 0.202
H -2.585609 0.239047 -4.236760 -0.0798 -0.0972 -0.0113 0.208
H -1.329285 0.986022 -6.203043 -0.0167 -0.0365 -0.0692 0.213
H 0.478111 2.647879 -5.969682 0.0419 0.0190 -0.0682 0.212
H 1.016746 3.568215 -3.742671 0.0501 0.0545 0.0090 0.211
H -0.260740 2.824351 -1.762466 0.0180 0.0265 0.0646 0.227
H -3.869755 -0.208175 -2.405747 -0.0627 -0.0936 -0.2492 0.237
H -3.654397 -0.053220 2.621306 0.0083 0.0165 0.1532 0.222
H -2.604751 0.749385 3.801540 -0.1047 -0.0323 -0.0485 0.203
H -1.411808 -1.282706 3.778171 -0.0303 0.0010 -0.0194 0.197
H -2.094319 -1.775925 2.214699 0.1008 0.1574 0.1721 0.264
```
Positions in Å, forces in eV/Å.

Summary:
* energy above the lowest of the compared OMol25 structures with the same formula, charge and spin: 34.4 kJ/mol
* Kohn-Sham gap: 8.28 eV
* LUMO: 0.65 eV
* SMILES string: CCOCCCNC(=S)N1CCN(c2nc(-c3ccccc3)cs2)CC1
* highest occupied orbital energy: -7.6 eV


One molecule with the formula C10H11NO3S. Source: OMol25; level of theory: ωB97M-V with the def2-TZVPD basis set.

```
26
Properties=species:S:1:pos:R:3:forces:R:3:nbo_charge:R:1
C -0.889058 -1.836913 -0.370061 3.3307 2.5499 -1.9549 -0.348
C 0.105720 -0.938080 -0.844601 -2.4244 -1.4854 1.1418 -0.072
C 1.377233 -1.472301 -1.140816 0.8100 1.0462 -1.8269 -0.229
C 2.242041 -0.884915 -1.996845 0.2715 1.6795 0.8722 -0.197
C 1.997096 0.493909 -2.393196 0.4071 1.2493 -0.9616 -0.237
C 0.868661 1.135613 -2.056433 -1.0332 0.7560 0.0431 -0.161
C -0.067672 0.478436 -1.171505 -2.4186 -0.4472 0.1276 -0.095
C -1.191196 1.126626 -0.736759 2.1276 -0.3603 0.8974 -0.118
C -1.963871 0.812449 0.460344 -0.2999 -1.0170 -2.2940 -0.319
C -1.404340 0.359879 1.574507 0.0226 1.6538 0.1541 -0.044
N -2.063687 0.057777 2.700882 -2.2727 -2.4329 1.9646 -0.816
S 0.268580 0.852237 2.094866 1.4131 1.4016 -3.3387 2.384
O 0.087500 0.941147 3.469722 0.5809 -0.4109 3.3558 -0.940
O 0.786433 2.004941 1.435135 -0.6645 0.3855 -0.6486 -0.935
O 1.348755 -0.249308 1.798933 -1.2556 -1.4692 2.5505 -0.897
H -1.892939 -1.598970 -0.396086 -1.8193 0.6856 0.2633 0.189
H -0.672411 -2.853004 -0.241620 0.6279 -1.2610 0.2658 0.191
H 1.438399 -2.462813 -0.944827 0.8270 -3.0439 0.8882 0.206
H 3.212607 -1.244639 -2.296823 -0.1107 -0.7443 0.0354 0.221
H 2.724829 1.088063 -2.983885 -0.3239 -0.8861 0.2977 0.219
H 0.525751 2.172563 -2.376630 1.0738 -1.3882 0.3647 0.223
H -1.215242 2.123481 -1.042027 -0.6043 1.6867 -0.7501 0.198
H -3.021354 0.647577 0.221911 0.0401 0.2900 0.8483 0.219
H -2.999807 -0.458293 2.752256 2.2271 1.1397 -0.5407 0.405
H -1.424597 -0.034641 3.492793 -0.9826 -0.1174 -0.0423 0.426
H 1.822568 -0.260820 0.990762 0.4502 0.5402 -1.7130 0.529
```
Positions in Å, forces in eV/Å.

Summary:
* energy above the lowest of the compared OMol25 structures with the same formula, charge and spin: 535.8 kJ/mol
* Kohn-Sham gap (spin up / spin down): 6.67 / 6.55 eV
* LUMO (spin up / spin down): -0.78 / -0.75 eV
* SMILES string: C=c1cccc/c1=C/C=C(/N)S(=O)(=O)O
* highest occupied orbital energy (spin up / spin down): -7.5 / -7.3 eV